Record 1
The following is a DFT calculation (the ωB97M-V functional and the def2-TZVPD basis) of 2 unconnected molecules or ions with the total composition C12H8N7O6 at a distorted geometry.

Structure (XYZ):
```
33
Properties=species:S:1:pos:R:3:forces:R:3
C 0.773 -0.580 -1.786 0.6 0.0 0.1
N 1.806 0.214 -2.238 0.1 -0.1 -0.7
O 3.018 -0.094 -1.979 -1.1 -0.1 0.4
O 1.546 1.218 -2.959 1.0 -0.6 0.6
C -0.586 -0.273 -2.145 -0.9 0.2 -0.2
C -0.987 1.061 -2.394 -0.7 -0.1 0.0
C -2.324 1.378 -2.619 0.1 -0.7 0.1
C -3.293 0.364 -2.650 0.1 -0.1 0.0
C -2.906 -0.979 -2.494 0.1 0.4 0.0
C -1.572 -1.296 -2.249 0.5 0.6 0.2
H 1.038 -1.541 -1.335 0.0 0.6 -0.8
H -0.216 1.820 -2.442 -0.4 -0.1 0.2
H -2.599 2.421 -2.774 0.0 -0.2 0.0
H -4.344 0.618 -2.800 0.3 -0.1 0.0
H -3.655 -1.770 -2.563 0.2 0.2 0.0
H -1.231 -2.329 -2.160 -0.2 0.2 0.1
O -0.389 2.055 4.753 0.4 -2.1 -0.9
N -0.320 0.856 4.443 -1.0 -0.2 1.6
O -0.831 -0.066 5.122 0.9 1.5 -1.1
C 0.371 0.441 3.224 0.2 -0.2 -0.5
C 0.381 -0.886 2.817 -0.1 0.6 0.1
C 1.010 -1.265 1.604 0.1 1.0 0.3
N 1.043 -2.643 1.187 0.3 -2.1 -0.9
O 0.595 -3.531 1.944 0.6 1.8 -1.1
O 1.544 -2.891 0.063 -0.9 0.4 2.4
C 1.646 -0.326 0.801 0.1 0.0 0.0
N 1.654 0.965 1.252 -0.5 0.5 0.7
N 2.260 2.036 0.651 -0.2 0.5 0.6
N 2.033 3.065 1.415 -0.2 -2.0 -0.2
N 1.301 2.737 2.513 -0.2 -1.1 -0.2
C 1.050 1.418 2.420 0.6 1.1 -0.6
H -0.094 -1.646 3.427 0.0 0.1 -0.1
H 2.276 -0.552 -0.048 0.3 0.1 -0.1
```
Positions in Å, forces in eV/Å.

Energy   -1296.5367 hartree
Relative energy (zero: lowest compared OMol25 entry of this formula, charge and spin)   79.2 kJ/mol
Gap between HOMO and LUMO   4.90 eV
LUMO energy   0.75 eV
E_HOMO   -0.15217 Eh
Total charge   -1

Record 2
The following is a DFT calculation (the ωB97M-V functional and the def2-TZVPD basis) of a molecular structure, C12H9AuBrN2O2S.

Structure (XYZ):
```
28
Properties=species:S:1:pos:R:3:forces:R:3
Au 0.243 -0.226 1.592 0.0 -0.3 0.1
C -1.885 -6.010 4.703 0.0 0.0 0.0
C -1.875 -4.891 3.700 0.0 0.0 0.0
C -2.801 -4.825 2.665 0.0 0.0 0.0
C -2.667 -3.751 1.801 -0.1 0.0 0.0
N -1.728 -2.828 1.919 0.1 0.0 0.0
C -0.871 -2.976 2.943 0.0 0.1 0.1
S 0.409 -1.828 3.219 -0.1 0.1 -0.1
N -0.924 -3.979 3.841 0.0 -0.1 0.0
H -2.865 -6.484 4.766 0.0 0.0 0.0
H -1.594 -5.630 5.680 0.0 0.0 0.0
H -1.157 -6.771 4.414 0.0 0.0 0.0
H -3.581 -5.563 2.544 0.0 0.0 0.0
H -3.355 -3.624 0.969 0.0 0.0 0.0
Br 2.588 -0.794 -1.462 0.0 0.0 0.0
C 3.262 0.323 -0.083 0.0 0.0 0.0
C 4.470 -0.015 0.506 0.0 0.0 0.0
C 4.981 0.781 1.518 0.0 0.0 0.0
C 4.285 1.910 1.926 0.0 0.0 0.0
C 3.080 2.233 1.326 0.0 0.0 0.0
C 2.542 1.439 0.317 0.0 0.0 0.0
C 1.217 1.842 -0.312 -0.1 0.1 0.1
O 1.230 2.729 -1.152 0.0 0.0 0.0
O 0.169 1.244 0.128 0.0 0.0 0.0
H 4.997 -0.900 0.176 0.0 0.0 0.0
H 5.919 0.514 1.988 0.0 0.0 0.0
H 4.678 2.536 2.717 0.0 0.0 0.0
H 2.530 3.112 1.638 0.0 0.0 0.0
```
Positions in Å, forces in eV/Å.

Energy   -3830.7078 hartree
Gap between HOMO and LUMO   7.69 eV
LUMO energy   2.97 eV
E_HOMO   -0.17363 Eh
Total charge   -1

Record 3
The following is a DFT calculation (the ωB97M-V functional and the def2-TZVPD basis) of a single C12H9BrN2S molecule at a distorted geometry.

Structure (XYZ):
```
25
Properties=species:S:1:pos:R:3:forces:R:3
Br -4.430 -0.915 -0.221 0.5 -0.2 0.2
S -2.621 -0.925 1.088 -0.7 0.6 0.2
C -1.528 -2.044 0.321 -0.3 -1.5 -0.6
C -2.000 -3.383 0.172 2.6 1.2 -0.6
C -1.163 -4.333 -0.407 0.3 0.6 0.2
C 0.130 -4.014 -0.830 -0.4 0.8 0.3
C 0.584 -2.694 -0.689 -0.3 -1.4 0.1
C -0.212 -1.709 -0.106 -1.7 -0.5 0.1
N 0.392 -0.467 -0.066 1.1 3.8 0.1
N -0.221 0.593 0.283 -0.8 -2.4 0.2
C 0.444 1.836 0.270 1.7 -0.2 -0.8
C -0.235 2.996 0.675 0.8 -0.8 -0.4
C 0.385 4.214 0.646 1.5 1.1 -0.6
C 1.730 4.340 0.180 -1.3 -1.0 0.4
C 2.410 3.199 -0.228 -0.3 -0.6 0.9
C 1.775 1.938 -0.160 0.1 0.8 -0.2
H -2.947 -3.656 0.528 -1.2 -0.2 0.4
H -1.493 -5.345 -0.465 -0.3 -0.6 -0.1
H 0.769 -4.789 -1.243 -0.1 0.2 0.0
H 1.583 -2.475 -1.008 0.3 0.4 0.0
H -1.223 2.919 1.014 -1.3 -0.2 0.4
H -0.142 5.115 0.967 0.1 -0.3 -0.1
H 2.242 5.282 0.168 0.0 0.4 0.0
H 3.476 3.279 -0.420 -0.2 -0.1 -0.4
H 2.297 1.038 -0.470 -0.1 0.1 0.1
```
Positions in Å, forces in eV/Å.

Energy   -3544.3296 hartree
Relative energy (zero: lowest compared OMol25 entry of this formula, charge and spin)   0.0 kJ/mol
SMILES   BrSc1ccccc1/N=N/c1ccccc1
Gap between HOMO and LUMO   7.00 eV
LUMO energy   -1.15 eV
E_HOMO   -0.29931 Eh

Record 4
The following is a DFT calculation (the ωB97M-V functional and the def2-TZVPD basis) of 2 unconnected molecules or ions with the total composition C12H9Cl2FN2O2 at a distorted geometry.

Structure (XYZ):
```
28
Properties=species:S:1:pos:R:3:forces:R:3
Cl -0.356 -2.983 -0.699 -0.7 0.7 0.1
C -1.970 -2.433 -0.502 1.1 1.3 -0.1
N -2.226 -1.057 -0.473 -1.8 -1.7 0.4
F -1.212 -0.210 -0.476 0.1 0.1 -0.1
C -3.527 -0.579 -0.292 1.5 1.2 -0.1
Cl -3.801 1.112 -0.243 0.7 -0.8 -0.1
C -4.555 -1.464 -0.149 -0.1 -1.3 -0.1
C -4.308 -2.840 -0.181 0.6 0.6 -0.1
C -3.004 -3.314 -0.358 -1.0 0.2 0.0
H -5.555 -1.092 -0.008 0.0 0.2 0.0
H -5.122 -3.537 -0.067 -0.1 -0.1 0.0
H -2.800 -4.371 -0.381 0.1 -0.1 0.0
C 1.234 2.218 -0.980 -2.2 1.0 0.0
N 0.053 2.825 -0.493 2.2 -0.9 -1.2
O -0.706 3.384 -1.314 -0.4 0.0 -0.1
O -0.202 2.811 0.726 -0.7 0.1 0.2
C 2.186 1.569 -0.190 0.3 -0.2 0.9
C 1.998 1.359 1.194 -0.3 -0.1 0.1
C 2.966 0.761 1.954 0.5 -0.2 -0.2
C 4.153 0.349 1.369 0.3 -0.2 0.4
C 4.351 0.510 0.007 0.1 -0.2 0.1
C 3.390 1.105 -0.768 -0.5 0.2 0.1
H 1.406 2.321 -2.032 -0.3 0.2 -0.3
H 1.067 1.665 1.640 0.2 0.0 0.0
H 2.808 0.615 3.009 0.0 0.0 0.2
H 4.920 -0.102 1.977 0.2 -0.1 0.1
H 5.259 0.144 -0.447 0.2 0.0 -0.1
H 3.552 1.236 -1.825 0.0 0.1 -0.3
```
Positions in Å, forces in eV/Å.

Energy   -1742.6045 hartree
Relative energy (zero: lowest compared OMol25 entry of this formula, charge and spin)   95.4 kJ/mol
Gap between HOMO and LUMO   2.39 eV
LUMO energy   -2.85 eV
E_HOMO   -0.19275 Eh

Question: The highest gap between HOMO and LUMO belongs to which entry?
Answer: C12H9AuBrN2O2S

Question: Among the records above, which one has the highest gap between HOMO and LUMO?
Answer: C12H9AuBrN2O2S

Question: Look up the LUMO energy of the fourth one.
Answer: -2.85 eV